[1]
Formula: C4H6FIO3S
Source: the Open Molecules 2025 dataset
Level of theory: ωB97M-V/def2-TZVPD

Spin multiplicity: 1
LUMO level (eV): 0.0465
Net charge: 0
E_tot (eV): -32037.489
HOMO-LUMO gap (eV): 9.828
ΔE to the lowest compared entry with this formula, charge and spin (kcal/mol): 60.02

Last column: Löwdin charge in e.
Geometry (Å):
1 I -2.007 1.137 1.875  0.831
2 S 1.076 -1.306 1.550  1.065
3 F -2.363 -1.727 -0.354  -0.088
4 O 1.463 0.296 1.136  -0.387
5 O -0.595 -1.666 1.228  -0.365
6 O 1.849 -2.347 0.649  -0.452
7 C -1.249 0.508 -0.094  -0.615
8 C 0.028 1.394 -0.611  -0.201
9 C 1.410 0.561 -0.301  -0.249
10 C -1.009 -1.115 -0.070  -0.340
11 H 0.072 2.366 0.081  0.109
12 H 1.530 -0.364 -1.003  0.123
13 H -0.321 -1.516 -0.955  0.176
14 H -0.045 1.777 -1.715  0.128
15 H 2.307 1.300 -0.559  0.150
16 H -2.146 0.702 -0.857  0.114


[2]
Formula: C4H6FN
Source: the Open Molecules 2025 dataset
Level of theory: ωB97M-V/def2-TZVPD

Spin multiplicity: 1
LUMO level (eV): 0.7487
Net charge: 0
E_tot (eV): -8450.680
HOMO-LUMO gap (eV): 10.772
ΔE to the lowest compared entry with this formula, charge and spin (kcal/mol): 38.17
SMILES: C=CF.CC#N

Last column: Löwdin charge in e.
Geometry (Å):
1 F 2.282 0.619 1.099  -0.048
2 N -1.903 -1.132 0.850  0.147
3 C 1.922 -0.569 0.513  -0.202
4 C -1.978 -0.111 0.363  -0.345
5 C 2.449 -0.885 -0.655  0.029
6 C -2.266 1.123 -0.195  -0.075
7 H -1.342 1.563 -0.404  0.063
8 H 3.019 -0.319 -1.216  -0.003
9 H 2.285 -1.972 -1.016  0.100
10 H -2.947 1.681 0.582  0.147
11 H 1.180 -0.972 1.226  0.110
12 H -2.701 0.975 -1.148  0.077


[3]
Formula: C4H6FN
Source: the Open Molecules 2025 dataset
Level of theory: ωB97M-V/def2-TZVPD

Spin multiplicity: 1
LUMO level (eV): 0.7412
Net charge: 0
E_tot (eV): -8451.269
HOMO-LUMO gap (eV): 10.406
ΔE to the lowest compared entry with this formula, charge and spin (kcal/mol): 24.58
SMILES: C=CF.CC#N

Last column: Löwdin charge in e.
Geometry (Å):
1 F -1.575 -1.025 1.104  0.057
2 N 1.139 1.117 1.100  0.147
3 C 1.726 0.357 0.478  -0.299
4 C -1.758 -0.232 0.116  -0.336
5 C -2.596 0.778 0.086  0.013
6 C 2.412 -0.559 -0.414  -0.072
7 H -2.807 1.289 -0.837  0.046
8 H 3.215 -0.039 -0.991  0.099
9 H -3.213 1.076 0.992  0.088
10 H 2.811 -1.363 0.218  0.088
11 H -1.072 -0.467 -0.711  0.105
12 H 1.719 -0.933 -1.140  0.064


[4]
Formula: C4H6FNO
Source: the Open Molecules 2025 dataset
Level of theory: ωB97M-V/def2-TZVPD

Spin multiplicity: 1
LUMO level (eV): 0.6146
Net charge: 0
E_tot (eV): -10498.666
HOMO-LUMO gap (eV): 10.709
ΔE to the lowest compared entry with this formula, charge and spin (kcal/mol): 34.29
SMILES: [H]/N=C/[C@@H](F)C(C)=O

Last column: Löwdin charge in e.
Geometry (Å):
1 F 1.057 -1.284 0.757  -0.013
2 O -1.354 -0.291 -1.679  0.121
3 N 1.772 1.284 0.596  0.139
4 C 1.266 0.804 -0.437  -0.182
5 C -0.795 -0.352 -0.628  -0.401
6 C -1.643 -0.430 0.630  0.005
7 C 0.686 -0.602 -0.412  -0.233
8 H -1.159 -1.058 1.467  0.113
9 H 1.149 -1.216 -1.090  0.131
10 H -2.585 -0.818 0.556  0.046
11 H 1.247 1.182 -1.441  0.122
12 H 2.000 2.268 0.498  0.061
13 H -1.640 0.513 1.184  0.092


[5]
Formula: C4H6FNO
Source: the Open Molecules 2025 dataset
Level of theory: ωB97M-V/def2-TZVPD

Spin multiplicity: 1
LUMO level (eV): 0.8127
Net charge: 0
E_tot (eV): -10497.864
HOMO-LUMO gap (eV): 10.823
ΔE to the lowest compared entry with this formula, charge and spin (kcal/mol): 52.79
SMILES: [H]/N=C(\OC)C(=C)F

Last column: Löwdin charge in e.
Geometry (Å):
1 F 1.997 1.318 0.351  0.092
2 O -0.713 1.078 -0.022  -0.105
3 N -0.318 -1.289 0.219  0.186
4 C 0.122 -0.184 0.100  -0.319
5 C -2.043 0.820 0.303  -0.116
6 C 1.617 0.108 -0.015  -0.305
7 C 2.460 -0.828 -0.443  0.095
8 H 3.373 -0.427 -0.779  0.061
9 H -2.295 -0.054 -0.255  0.070
10 H 1.880 -1.644 -0.931  0.089
11 H -2.604 1.689 0.004  0.096
12 H -2.135 0.816 1.335  0.077
13 H -1.342 -1.402 0.133  0.080


[6]
Formula: C4H6FNO
Source: the Open Molecules 2025 dataset
Level of theory: ωB97M-V/def2-TZVPD

Spin multiplicity: 1
LUMO level (eV): 0.8182
Net charge: 0
E_tot (eV): -10498.322
HOMO-LUMO gap (eV): 11.223
ΔE to the lowest compared entry with this formula, charge and spin (kcal/mol): 42.24
SMILES: COC[C@@H](F)C#N

Last column: Löwdin charge in e.
Geometry (Å):
1 F -3.241 0.287 0.550  0.036
2 O -0.199 -0.355 0.809  -0.193
3 N -1.428 1.278 2.984  0.192
4 C -1.719 1.244 1.859  -0.148
5 C -2.108 1.039 0.480  -0.296
6 C -0.899 0.317 -0.144  -0.205
7 C 1.070 -0.836 0.496  -0.091
8 H -1.210 -0.430 -0.926  0.150
9 H 1.463 -1.580 1.114  0.068
10 H -0.217 1.093 -0.647  0.156
11 H 1.070 -1.218 -0.576  0.113
12 H 1.876 -0.121 0.567  0.084
13 H -2.253 1.893 -0.117  0.134


[7]
Formula: C4H6FNO2
Source: the Open Molecules 2025 dataset
Level of theory: ωB97M-V/def2-TZVPD

Spin multiplicity: 1
LUMO level (eV): 0.7799
Net charge: 0
E_tot (eV): -12546.195
HOMO-LUMO gap (eV): 10.633
ΔE to the lowest compared entry with this formula, charge and spin (kcal/mol): 43.70
SMILES: O=C1C[C@H](F)CON1

Last column: Löwdin charge in e.
Geometry (Å):
1 F -1.077 -1.347 -1.050  -0.038
2 O 2.513 -0.730 -0.384  0.093
3 O -0.026 1.603 0.089  -0.112
4 N 1.030 1.061 -0.706  0.100
5 C 1.472 -0.159 -0.161  -0.444
6 C 0.466 -0.872 0.696  -0.043
7 C -1.187 0.813 -0.161  -0.131
8 C -0.953 -0.672 0.194  -0.263
9 H -1.455 0.828 -1.245  0.139
10 H -2.011 1.286 0.353  0.122
11 H 0.666 -1.949 0.635  0.138
12 H 1.737 1.762 -0.876  0.151
13 H 0.562 -0.578 1.729  0.134
14 H -1.737 -1.047 0.887  0.153


[8]
Formula: C4H6FNO2
Source: the Open Molecules 2025 dataset
Level of theory: ωB97M-V/def2-TZVPD

Spin multiplicity: 1
LUMO level (eV): 0.8315
Net charge: 0
E_tot (eV): -12545.898
HOMO-LUMO gap (eV): 10.610
ΔE to the lowest compared entry with this formula, charge and spin (kcal/mol): 50.56
SMILES: NC(=O)[C@@]1(CF)CO1

Last column: Löwdin charge in e.
Geometry (Å):
1 F 1.501 -1.704 -0.720  -0.018
2 O -1.060 -0.335 -0.908  -0.020
3 O 1.241 1.587 1.145  0.047
4 N 0.393 1.697 -0.925  0.188
5 C 0.834 -1.456 0.441  -0.082
6 C 0.590 1.099 0.224  -0.492
7 C -1.641 -0.357 0.362  -0.054
8 C -0.244 -0.218 0.193  -0.330
9 H 0.780 2.578 -1.243  0.131
10 H -0.242 1.262 -1.622  0.130
11 H 1.602 -1.115 1.185  0.136
12 H 0.350 -2.292 0.787  0.083
13 H -1.990 0.621 0.597  0.125
14 H -2.113 -1.368 0.482  0.155


[9]
Formula: C4H6FNS
Source: the Open Molecules 2025 dataset
Level of theory: ωB97M-V/def2-TZVPD

Spin multiplicity: 1
LUMO level (eV): 0.1610
Net charge: 0
E_tot (eV): -19286.651
HOMO-LUMO gap (eV): 8.786
ΔE to the lowest compared entry with this formula, charge and spin (kcal/mol): 31.73
SMILES: C=C(CF)NC=S

Last column: Löwdin charge in e.
Geometry (Å):
1 S -0.401 -0.759 2.919  0.558
2 F 2.148 1.403 -0.613  -0.067
3 N -0.901 -0.582 0.261  -0.009
4 C 0.031 0.293 -0.468  -0.277
5 C -0.990 -1.183 1.406  -0.725
6 C 1.316 0.571 0.192  -0.149
7 C -0.319 0.684 -1.684  0.074
8 H 1.189 1.084 1.135  0.099
9 H -1.291 0.578 -2.202  0.081
10 H 1.894 -0.326 0.411  0.131
11 H -1.561 -0.935 -0.420  0.134
12 H -1.522 -2.136 1.308  0.068
13 H 0.406 1.307 -2.246  0.081


[10]
Formula: C4H6HgO7
Source: the Open Molecules 2025 dataset
Level of theory: ωB97M-V/def2-TZVPD

Spin multiplicity: 2
LUMO level (alpha / beta) (eV): 3.1971 / 2.4264
Net charge: -1
E_tot (eV): -22750.599
HOMO-LUMO gap (alpha / beta) (eV): 7.164 / 7.618
ΔE to the lowest compared entry with this formula, charge and spin (kcal/mol): 56.30

Last column: Löwdin spin population.
Geometry (Å):
1 Hg 1.564 -2.069 2.961  0.649
2 O -2.538 0.707 -0.577  0.000
3 O -1.951 0.971 2.710  0.002
4 O -1.088 -2.222 0.626  0.013
5 O 1.134 -2.058 0.998  0.117
6 O -1.498 1.762 4.693  0.001
7 O -0.013 0.407 3.717  0.052
8 O -0.153 -2.999 2.478  0.118
9 C -0.017 -2.537 1.290  0.037
10 C -1.081 1.029 3.627  0.003
11 C -2.002 -0.710 1.283  0.005
12 C -3.043 -0.301 0.272  0.001
13 H -3.939 0.038 0.816  0.000
14 H -0.771 1.819 5.324  0.000
15 H -1.059 -0.179 1.095  0.001
16 H -2.536 -1.251 2.078  0.001
17 H -3.190 0.912 -1.252  0.000
18 H -3.371 -1.182 -0.304  0.000


[11]
Formula: C4H6I4S
Source: the Open Molecules 2025 dataset
Level of theory: ωB97M-V/def2-TZVPD

Spin multiplicity: 1
LUMO level (alpha / beta) (eV): -1.4642 / -1.4634
Net charge: 0
E_tot (eV): -47480.356
HOMO-LUMO gap (alpha / beta) (eV): 7.395 / 7.396
ΔE to the lowest compared entry with this formula, charge and spin (kcal/mol): 12.43

Last column: Löwdin charge in e.
Geometry (Å):
1 I -2.187 0.290 1.287  0.732
2 I 3.144 -2.489 0.931  0.699
3 I 2.163 0.027 -1.307  0.883
4 I -3.316 -2.260 -0.879  0.744
5 S -0.386 -2.222 -0.067  0.536
6 C -1.309 -0.141 -1.620  -0.382
7 C 1.345 -0.100 1.613  -0.405
8 C 1.645 -0.927 0.459  -1.365
9 C -1.561 -1.002 -0.439  -1.679
10 H -0.639 0.601 -1.172  -0.003
11 H -0.710 -0.620 -2.388  0.054
12 H 2.131 0.516 2.085  0.095
13 H 1.032 -0.582 2.464  0.035
14 H -2.160 0.270 -2.076  0.044
15 H 0.606 0.726 1.530  0.013


[12]
Formula: C4H6IN2
Source: the Open Molecules 2025 dataset
Level of theory: ωB97M-V/def2-TZVPD

Spin multiplicity: 1
LUMO level (eV): -4.9336
Net charge: +1
E_tot (eV): -15315.832
HOMO-LUMO gap (eV): 8.426
ΔE to the lowest compared entry with this formula, charge and spin (kcal/mol): 77.62

Last column: Löwdin charge in e.
Geometry (Å):
1 I -3.557 -0.088 0.140  0.961
2 N -1.716 0.581 -0.060  -0.533
3 N 0.087 1.915 -0.125  0.057
4 C 0.043 -1.864 -0.259  -0.050
5 C -1.279 1.795 0.066  -0.220
6 C 0.732 0.731 -0.265  -0.114
7 C 0.195 -0.455 -0.385  0.043
8 H -1.786 2.571 0.497  0.114
9 H 0.558 2.630 0.397  0.161
10 H -0.621 -2.315 -0.956  0.079
11 H 1.162 -2.164 -0.644  0.191
12 H -0.160 -2.349 0.725  0.119
13 H 1.812 0.910 -0.609  0.192